C5H10NO2 | ωB97M-V/def2-TZVPD

Geometry as XYZ:
```
18
Properties=species:S:1:pos:R:3
C 2.073 0.942 -0.201
H 1.311 -0.689 0.893
H -2.465 -0.328 -0.995
C 0.977 -0.219 -0.037
H -1.544 1.612 1.192
H 0.218 1.691 1.410
H 1.969 1.478 0.788
N -0.426 0.258 0.057
C -0.632 1.029 1.293
H 1.088 -0.930 -0.842
C -1.362 -0.656 -0.206
O 3.283 0.398 -0.275
H -0.716 0.378 2.166
H -1.416 -2.800 -0.329
H 1.718 1.674 -0.969
H -1.335 -1.924 -1.926
O -2.619 -0.080 0.022
C -1.159 -1.887 -0.855
```

- E (eV) = -10927.1668
- spin multiplicity = 1
- energy above the lowest of the compared OMol25 structures with the same formula, charge and spin (kcal per mole) = 163.7
- charge = -1
- gap between HOMO and LUMO (eV) = 5.86



C29H24BrF4N2O5PTc | ωB97M-V/def2-TZVPD

Geometry as XYZ:
```
67
Properties=species:S:1:pos:R:3
H -3.938 3.387 -5.169
O 1.150 0.152 -1.711
F 0.908 -3.261 3.067
C -4.010 -1.934 0.551
H -3.017 -4.914 -4.960
C 1.912 1.103 -1.418
N -2.567 2.548 -3.836
C -4.479 -1.352 -1.761
C -0.419 2.656 0.843
C -1.794 0.315 -4.385
P -1.824 -1.984 -1.129
Br 0.287 -0.998 1.271
H -2.755 -0.132 -4.646
C -0.161 -3.189 -2.973
H -7.279 -1.181 0.126
C 2.160 3.212 0.049
O 3.096 1.259 -1.873
F -1.633 -6.638 1.017
Tc -0.755 0.212 -0.745
C -1.212 -5.405 1.070
H -0.621 -5.247 -5.604
C 0.240 3.738 1.413
H -2.333 3.154 -5.847
H -2.504 4.610 -3.498
H -3.607 -3.353 -3.180
C -0.330 -2.791 1.145
H -1.334 0.654 -5.314
H 0.627 -2.710 -2.403
F 0.078 -5.850 2.965
C -0.331 -5.004 2.072
C -2.566 -3.512 -3.424
H -0.231 4.367 2.160
H -3.318 -2.233 1.328
O -1.551 1.370 -2.221
C 0.100 -3.676 2.114
H 3.429 0.568 -2.474
C -1.534 -2.937 -2.663
H -5.692 -1.920 1.871
C -2.751 3.699 -2.956
H 2.087 4.838 1.454
C -5.346 -1.749 0.860
H -6.523 -0.898 -2.208
H -3.414 1.771 -5.627
C -3.579 -1.760 -0.770
C 0.164 -4.061 -3.978
F -2.527 -4.866 -0.790
C -1.978 1.449 -3.429
C 1.546 4.012 1.010
C -1.648 -4.480 0.128
H -2.358 3.484 2.391
C 1.436 2.143 -0.461
C -1.211 -3.157 0.130
H -4.144 -1.179 -2.778
H -3.794 3.768 -2.644
C -2.231 -4.391 -4.428
N 0.191 1.888 -0.065
O -2.139 1.073 0.547
H -2.119 3.614 -2.079
H 1.200 -4.283 -4.195
C -5.814 -1.179 -1.441
C -1.790 2.122 1.129
O -2.621 2.670 1.933
C -6.243 -1.362 -0.130
C -3.087 2.711 -5.192
C -0.869 -4.636 -4.742
H 3.168 3.406 -0.294
H -1.155 -0.441 -3.933
```

- E (eV) = -136039.6605
- spin multiplicity = 4
- energy above the lowest of the compared OMol25 structures with the same formula, charge and spin (kcal per mole) = 0.0
- charge = +4
- gap between HOMO and LUMO (spin up / spin down) (eV) = 7.09 / 4.34



C5H4N2 | ωB97M-V/def2-TZVPD

Geometry as XYZ:
```
11
Properties=species:S:1:pos:R:3
N 0.083 -0.263 0.313
H 3.584 -0.457 -0.447
H -0.187 -2.210 -0.393
N -1.937 -0.938 -0.275
H -0.121 1.676 0.653
C -2.004 0.361 -0.059
C -0.684 -1.250 -0.175
H -2.980 0.910 -0.162
C -0.715 0.868 0.311
C 2.521 -0.388 -0.306
C 1.430 -0.284 0.173
```

- SMILES = C#Cn1ccnc1
- E (eV) = -8226.7478
- spin multiplicity = 1
- energy above the lowest of the compared OMol25 structures with the same formula, charge and spin (kcal per mole) = 63.3
- charge = 0
- gap between HOMO and LUMO (eV) = 9.73



CH5N3O2 | ωB97M-V/def2-TZVPD

Geometry as XYZ:
```
11
Properties=species:S:1:pos:R:3
H -1.744 2.428 0.245
H -2.451 0.831 -0.135
H 1.672 0.466 -2.892
N -0.354 0.746 0.004
H 2.568 -0.894 -2.331
H -1.933 1.080 1.482
O -0.771 -1.334 -0.606
N -0.084 -0.358 -0.427
N 1.719 -0.413 -2.353
C -1.652 1.279 0.414
O 1.406 -0.275 -0.925
```

- SMILES = C/N=[N+](\[O-])ON
- E (eV) = -9676.6142
- spin multiplicity = 1
- energy above the lowest of the compared OMol25 structures with the same formula, charge and spin (kcal per mole) = 135.0
- charge = 0
- gap between HOMO and LUMO (eV) = 10.27



C21H23F3N2O | ωB97M-V/def2-TZVPD

Geometry as XYZ:
```
50
Properties=species:S:1:pos:R:3
C -5.248 3.054 -0.872
C -3.426 1.051 1.685
F 5.905 0.484 0.508
H -1.696 -2.591 -2.093
H -3.432 3.579 0.497
H -0.429 -0.775 0.930
H -3.810 2.380 -2.058
H 0.391 -3.701 -1.823
H -2.995 -0.451 3.525
C -4.284 3.006 0.449
C -4.019 0.827 -0.800
H -3.337 -2.962 -0.702
C -1.113 -2.160 -1.328
C -3.052 -0.384 1.594
C -3.725 -0.405 -0.709
H 0.724 -2.133 -2.801
O -2.756 -1.083 2.781
H -2.927 -2.946 1.458
C 3.011 -0.388 -0.047
C -0.416 -2.129 0.857
C 1.684 -0.080 -1.979
H -3.530 1.540 2.575
H 1.688 -2.128 1.306
C -2.799 -2.435 0.115
C 0.910 -2.343 0.549
H -1.078 -0.912 -1.551
C -3.330 -1.151 0.526
C 3.350 1.499 -1.238
H 2.172 1.814 -2.981
C 1.998 -1.054 -1.081
H -3.739 -0.776 -1.699
C 3.673 0.688 -0.408
H 3.344 -1.074 0.746
C 2.467 0.979 -2.197
F 5.107 2.522 0.427
H -6.318 2.958 -0.830
H 0.982 -3.763 0.507
C 4.653 1.149 0.846
H -5.151 1.410 -2.237
H -5.100 3.918 -1.375
H -5.008 3.276 1.320
N 1.234 -1.981 -0.894
H -0.777 -2.522 1.853
H 1.051 -0.163 -2.832
C 0.403 -2.768 -1.763
H 3.924 2.443 -1.594
C -3.943 1.610 0.561
F 4.378 0.824 2.140
N -1.428 -2.591 -0.214
C -4.638 2.078 -1.615
```

- E (eV) = -35314.3363
- spin multiplicity = 1
- charge = 0
- gap between HOMO and LUMO (eV) = 8.00



C13H37N6O5P2 | ωB97M-V/def2-TZVPD

Geometry as XYZ:
```
63
Properties=species:S:1:pos:R:3
C 0.225 -1.772 -1.209
N -0.794 1.233 -2.156
H 2.893 0.892 5.117
C 2.901 0.753 4.034
N -0.256 -0.470 5.037
C 1.657 1.114 -5.080
H -0.137 2.195 5.946
H -0.284 -1.222 -0.403
H -2.111 1.828 4.254
H -0.983 -2.363 4.310
H 1.408 -1.720 5.565
H 1.460 1.694 -5.986
H -1.249 2.570 -0.579
C -2.363 -3.948 -6.210
C 0.450 2.473 5.057
P 0.555 0.324 -2.772
H 2.419 -0.131 1.517
C -1.334 -1.470 4.838
P 0.230 0.171 3.519
C 2.342 -0.865 2.325
H -0.152 -1.049 -5.378
H 2.214 0.213 -5.366
H 1.296 -1.769 -1.002
H 3.323 -1.334 2.443
H 0.270 2.947 -1.415
O 0.095 0.106 2.049
H -1.455 3.338 3.590
N -0.016 1.830 3.844
H 1.283 -0.170 6.446
C -0.378 2.130 -1.067
H 0.167 1.569 -0.303
H -0.104 -2.812 -1.177
H -2.190 -1.078 -2.213
H -0.729 -3.542 -7.128
H -1.749 -1.778 5.798
N -0.081 -1.213 -2.523
H -1.596 -2.608 -2.875
H 0.172 -1.457 6.804
H 2.295 1.716 -4.440
H 2.783 1.727 3.543
H -0.217 0.385 -6.401
H -2.149 -1.035 4.255
O -2.081 -5.132 -5.955
H -2.339 1.252 -3.589
C -1.381 2.250 3.545
H -1.695 -1.228 -3.905
C -0.406 0.014 -5.392
H 0.369 3.555 4.931
H 1.493 2.265 5.258
C -1.454 -1.527 -2.897
O -3.135 -3.167 -5.640
H -1.208 2.629 -3.735
O -1.651 -3.392 -7.350
C -1.705 1.947 -3.041
H -1.658 1.940 2.538
H 1.643 -1.635 2.018
C 0.722 -0.985 5.988
H -2.384 2.530 -2.414
N 0.378 0.806 -4.436
N 1.930 -0.229 3.590
H 3.906 0.391 3.807
H -1.481 0.120 -5.258
O 2.024 0.193 -2.668
```

- E (eV) = -51838.2658
- spin multiplicity = 1
- charge = -1
- gap between HOMO and LUMO (eV) = 6.01



C2H4BrClO2S | ωB97M-V/def2-TZVPD

Geometry as XYZ:
```
11
Properties=species:S:1:pos:R:3
C 0.439 -0.390 0.309
Cl -1.065 2.517 0.856
Br -3.258 -0.299 0.201
H 1.236 -1.171 0.061
S 0.506 0.890 -1.062
H -0.657 -0.597 0.220
C -0.921 1.989 -0.680
O 0.158 0.243 -2.271
H 0.669 -0.064 1.373
O 1.709 1.667 -0.885
H -1.696 2.205 -1.356
```

- E (eV) = -99629.9277
- spin multiplicity = 1
- energy above the lowest of the compared OMol25 structures with the same formula, charge and spin (kcal per mole) = 59.9
- charge = 0
- gap between HOMO and LUMO (spin up / spin down) (eV) = 9.27 / 5.45



C4H5NO | ωB97M-V/def2-TZVPD

Geometry as XYZ:
```
11
Properties=species:S:1:pos:R:3
C -1.412 -0.601 -0.090
H -1.109 -1.615 0.186
O 0.452 0.449 1.163
H 2.249 1.333 0.605
N 0.868 -0.181 -0.986
C -0.228 0.328 -0.078
C 2.013 -0.614 -0.449
C 1.664 0.413 0.517
H -2.148 -0.232 0.628
H -1.871 -0.622 -1.086
H -0.479 1.342 -0.411
```

- E (eV) = -7761.1394
- spin multiplicity = 1
- energy above the lowest of the compared OMol25 structures with the same formula, charge and spin (kcal per mole) = 124.2
- charge = 0
- gap between HOMO and LUMO (eV) = 8.82